Below is an isolated ion of composition C4H11N2 and charge +1 in a non-equilibrium geometry, with properties calculated with ωB97M-V/def2-TZVPD.

Its structure (SMILES) is C=C(N)CC[NH3+]. The value obtained for the total energy is -268.24418 Ha. The spin multiplicity is 1. As for the energy above the lowest of the compared OMol25 structures with the same formula, charge and spin: 38.1 kcal per mole. As for the net charge: +1.

Geometry (Å):
N -1.30492 0.21382 1.50153
N -0.88012 0.51042 -1.24508
C 1.34969 -0.04034 -1.96944
C 0.39693 -0.13431 -1.06499
C 0.17286 -0.02561 1.54154
C 0.73083 -0.72037 0.31786
H 1.80620 -0.78228 0.38213
H 2.34650 -0.47399 -1.96699
H 0.33982 -0.65772 2.41158
H -1.52677 1.20513 1.35544
H -1.40613 -0.03889 -1.91096
H 0.42775 -1.77495 0.31541
H 0.68257 0.88438 1.80369
H -1.82664 -0.10210 2.31682
H 1.26884 0.57196 -2.86828
H -1.69712 -0.11530 0.60563
H -0.88027 1.48014 -1.52590

=====

Below is one molecule with the formula C3H10NO2PS in a non-equilibrium geometry, with properties calculated with ωB97M-V/def2-TZVPD.

Its structure (SMILES) is CCNCOP(O)S. The value obtained for the total energy is -1065.06898 Ha. The spin multiplicity is 1. As for the energy above the lowest of the compared OMol25 structures with the same formula, charge and spin: 37.7 kcal per mole.

Geometry (Å):
S 3.88056 1.29951 0.00118
P 3.08680 -0.51575 -0.48735
O 3.42279 -1.38496 0.83668
O 1.41277 -0.22253 -0.49770
N -0.92325 0.63499 0.03654
C 0.33403 0.27166 0.51622
C -3.25310 0.02248 -0.19397
C -1.84472 -0.49651 -0.28321
H 4.31178 -1.29987 1.19101
H -1.82421 -0.86150 -1.28253
H 3.85595 1.63266 -1.31661
H -3.41618 0.90858 -0.91649
H -1.68663 -1.26271 0.42171
H -3.88889 -0.91392 -0.40623
H -1.10284 1.41341 -0.61836
H -3.55598 0.30475 0.71013
H 0.37623 -0.57901 1.27994
H 0.81488 1.04872 1.00906

=====

Below is C27H33N5STi as an isolated structure in a non-equilibrium geometry, with properties calculated with ωB97M-V/def2-TZVPD.

The value obtained for the total energy is -2568.43057 Ha. The spin multiplicity is 1. As for the net charge: +4.

Geometry (Å):
Ti 0.24329 -0.27135 -0.03702
S -0.62800 -0.46045 -2.21777
N 2.00847 0.58003 0.01172
N 1.01665 -2.68991 -2.97425
N 3.15965 -0.70485 -1.54816
N 0.21587 -1.68188 1.43110
N 1.00507 -1.73266 -0.82225
C 4.24522 -5.64501 -1.28255
C 2.66136 -3.50699 -0.62225
C 1.80872 -4.96881 4.81863
C 4.33432 -4.96062 -3.65771
C 3.92031 -1.79672 -2.13136
C 4.37655 0.31133 0.29296
C -0.10172 -3.58971 -3.10738
C -0.49143 -1.61478 2.57787
C 2.00317 1.45706 1.07247
C 3.19909 0.04534 -0.41021
C 0.93692 -1.44431 -2.24599
C -0.48124 -2.63099 3.51388
C 0.29405 -3.77541 3.30281
C 2.33281 -2.96620 -3.26301
C 2.20539 -0.64323 -2.65055
C 1.62275 -2.72621 -0.13758
C 3.08642 -1.64469 -3.42472
C 1.04639 -3.82420 2.10299
C -0.58938 -4.70077 5.47459
C 4.34511 1.17241 1.36975
C 4.42846 -4.42761 -2.20202
C -0.01043 -6.22142 3.56909
C 0.98551 -2.79403 1.19882
C 0.35808 -4.90667 4.28121
C 3.39024 -3.29647 -1.86457
C 3.13400 1.77508 1.76147
C 5.88236 -3.91073 -2.04403
H 2.00856 0.34834 -3.05186
H 1.05102 1.93974 1.30490
H -0.77460 -3.49333 -2.25192
H 0.23434 -4.61866 -3.22829
H -0.68399 -3.31809 -3.99994
H 4.88802 -6.44784 -1.63664
H -1.63377 -4.65476 5.15635
H 6.16538 -3.21442 -2.83443
H 2.11532 -4.01407 5.24879
H 3.50444 -1.37689 -4.38997
H 4.55777 -5.43515 -0.25434
H -0.98820 -6.15837 3.08898
H 1.65816 -4.69394 1.89454
H 4.46980 -4.17319 -4.40396
H 5.26005 1.41769 1.89634
H 3.41101 -5.52336 -3.82465
H 5.31241 -0.11290 -0.04738
H 3.10418 2.48821 2.57468
H 3.22217 -6.03341 -1.28281
H 4.99833 -1.70405 -2.07711
H -1.08932 -2.53426 4.40304
H 6.55599 -4.76162 -2.12167
H -0.31407 -3.82097 6.06029
H 5.14359 -5.66732 -3.82872
H 1.86487 -5.72535 5.59899
H 0.73192 -6.50963 2.81844
H 2.52557 -5.25089 4.04176
H -0.04417 -7.03066 4.29572
H -0.52036 -5.54842 6.15308
H 6.04991 -3.45570 -1.06337
H 2.98761 -4.33241 0.00026
H -1.09114 -0.72467 2.74880
H 2.45574 -3.77700 -3.97565

=====

Below is a 2-piece molecular cluster, C9H14 overall in a non-equilibrium geometry, with properties calculated with ωB97M-V/def2-TZVPD.

Its structure (SMILES) is Cc1ccccc1.CC. The value obtained for the total energy is -351.29830 Ha. The spin multiplicity is 1. As for the energy above the lowest of the compared OMol25 structures with the same formula, charge and spin: 20.0 kcal per mole.

Geometry (Å):
C -0.12622 -0.63861 -1.70002
C 0.76054 -0.40760 -0.64342
C 1.75526 1.05954 1.09974
C 0.94206 0.88981 -0.17166
C -0.59964 1.69167 -1.76778
C 0.19494 1.95505 -0.64993
C -0.60422 -2.22450 2.87500
C -0.83779 0.41576 -2.25961
C -1.27000 -1.76874 1.56911
H 1.09044 1.01154 1.95619
H 1.39776 -1.22076 -0.32714
H 0.08731 -3.01346 2.58877
H 2.28106 2.01963 1.08348
H -2.35899 -1.79900 1.56259
H -1.18940 -2.41364 0.68363
H -1.52682 0.30094 -3.08347
H -1.37268 -2.46997 3.61165
H -0.12770 -1.56042 -2.27232
H 0.18137 2.96366 -0.26756
H -1.02310 -0.73937 1.32071
H 2.56357 0.33636 1.22066
H -0.98538 2.61404 -2.20085
H -0.04988 -1.46288 3.41848

=====

Below is one molecule with the formula C19H26ClN3O2, with properties calculated with ωB97M-V/def2-TZVPD.

Its structure (SMILES) is CCCCN(CC)Cc1ccc(CNC(=O)Nc2ccc(Cl)cc2)o1. The value obtained for the total energy is -1514.55659 Ha. The spin multiplicity is 1. As for the energy above the lowest of the compared OMol25 structures with the same formula, charge and spin: 36.0 kcal per mole.

Geometry (Å):
Cl -0.33564 -7.97305 -6.64837
O -0.02476 0.25431 0.50779
O 1.08500 -1.96377 -3.66451
N 1.26866 -1.98606 -1.40756
N -1.21775 2.49619 2.52017
N 0.70518 -3.90944 -2.50299
C 1.00834 -2.56833 -2.61933
C -1.84100 1.03016 -0.51253
C -1.86944 3.58300 1.80662
C -1.24100 0.81720 0.69519
C 0.68116 3.57277 3.66224
C 0.23306 -6.15948 -3.15128
C -0.02769 -6.76736 -5.44576
C 2.65308 4.54331 4.90580
C -0.01396 -7.12446 -4.10726
C 0.15722 0.10783 -0.82694
C 2.20147 3.60437 3.79404
C 0.44945 -4.49106 -4.86810
C -3.33577 3.72842 2.19923
C 0.46784 -4.83423 -3.51820
C 0.23156 2.63235 2.54323
C 0.20316 -5.45557 -5.82628
C 1.41315 -0.54385 -1.30277
C -0.93747 0.56375 -1.49834
C -1.65439 1.17403 2.08942
H 0.19073 -5.18697 -6.87069
H 2.23855 4.22889 5.86103
H 2.56769 2.59596 4.00034
H -2.74154 1.13355 2.16470
H -1.07455 0.56727 -2.55998
H -0.19415 -8.14737 -3.81658
H 0.31769 4.58385 3.47187
H -3.42679 3.73075 3.28191
H 0.24454 -6.43784 -2.10663
H 3.73761 4.54832 4.98660
H -1.23117 0.44545 2.78649
H 0.70200 -4.30210 -1.57233
H -1.34932 4.50277 2.07872
H 0.63121 -3.46984 -5.15685
H 2.23064 -0.32204 -0.61083
H -2.81019 1.45410 -0.68037
H 1.66099 -0.18760 -2.30452
H -3.72707 4.66539 1.81095
H -3.94063 2.91879 1.79978
H 0.66382 1.64674 2.73055
H 1.01564 -2.46610 -0.55802
H 0.23473 3.23231 4.59790
H 0.62637 2.98692 1.57667
H -1.78442 3.46196 0.71309
H 2.31923 5.55926 4.70670
H 2.63893 3.92654 2.84598

=====

Below is one molecule with the formula C23H23ClN6O2S, with properties calculated with ωB97M-V/def2-TZVPD.

Its structure (SMILES) is Cc1nn(Cc2ccccc2)c(C)c1NC(=O)CSc1nnc(-c2cc(Cl)ccc2O)n1C. The value obtained for the total energy is -2227.68939 Ha. The spin multiplicity is 1. As for the energy above the lowest of the compared OMol25 structures with the same formula, charge and spin: 10.0 kcal per mole.

Geometry (Å):
Cl 7.80252 -1.36888 0.78576
S 1.57524 3.76385 -0.39838
O -0.12493 2.04451 1.18751
O 2.37024 -2.45130 -1.08383
N 1.38221 1.29002 -1.47986
N -1.88603 1.90158 -0.23596
N 3.14713 1.53802 -0.18227
N -4.05794 -0.49222 1.23569
N 2.04800 0.13026 -1.44626
N -2.93148 -1.20527 1.23713
C -1.98717 -0.44210 0.71851
C -4.97390 1.73452 0.57583
C 5.34664 -0.60666 -0.00800
C -7.57900 -0.91084 0.64214
C -7.99077 -1.71656 -1.57942
C 4.44108 -3.20741 -0.29707
C -3.87874 0.74120 0.71267
C 3.99905 2.14187 0.80018
C 6.17642 -1.67376 0.27325
C -5.28935 -1.07861 1.68991
C -0.19517 3.53302 -0.70563
C 4.03473 -0.82672 -0.42590
C 2.03919 2.12487 -0.72070
C -6.25147 -1.30316 0.54888
C -8.44650 -1.12040 -0.41644
C 3.11184 0.26100 -0.68372
C -2.53863 0.81023 0.36674
C -0.58836 -0.90125 0.54462
C -0.71335 2.40789 0.19557
C -6.66571 -2.10822 -1.67926
C -5.80062 -1.90502 -0.61978
C 3.58513 -2.15214 -0.61514
C 5.72487 -2.97940 0.14974
H -0.67612 4.47943 -0.45613
H 4.30631 1.39365 1.53002
H 0.06203 -0.35786 1.22965
H -0.25291 -0.69412 -0.47037
H -0.52096 -1.96576 0.74675
H -0.33422 3.29959 -1.76059
H -9.47865 -0.81332 -0.33356
H 5.73930 0.39311 0.06698
H -5.46780 1.89437 1.53384
H -5.74677 -0.44007 2.45300
H -2.32653 2.30254 -1.05080
H 1.90578 -1.62235 -1.34404
H -5.01634 -2.03464 2.14622
H -5.72465 1.38894 -0.13606
H 6.37841 -3.80412 0.38465
H -7.93769 -0.44142 1.54737
H -4.76724 -2.21152 -0.69160
H -8.66672 -1.87623 -2.40622
H 3.43251 2.92679 1.30382
H 4.07104 -4.21169 -0.42608
H -4.57196 2.68472 0.23326
H 4.87895 2.59169 0.33464
H -6.30650 -2.57551 -2.58407